(1)
{
  "formula": "C5H4N2",
  "method": "ωB97M-V with the def2-TZVPD basis set",
  "species": ["C", "C", "C", "C", "C", "N", "N", "H", "H", "H", "H"],
  "coordinates": [[-0.25782, 2.73444, 0.42118], [-0.09482, 1.50131, 0.72778], [-0.06701, 0.12726, 0.87004], [1.02788, -0.66813, 0.45184], [0.54168, -1.27629, -0.67653], [-0.77653, -0.93492, -0.91367], [-1.18344, -0.42325, 0.28299], [-0.36149, 0.79775, -1.19937], [2.05774, -0.55335, 0.75682], [1.05306, -1.91307, -1.38814], [-2.00862, 0.15788, 0.19870]],
  "forces_ev_per_a": [[0.07, -0.94, -0.21], [-0.08, 0.64, -0.04], [0.05, -0.12, -0.14], [-0.05, 0.00, 0.04], [0.06, 0.15, -0.10], [0.18, 0.10, -0.04], [-0.10, 0.26, 0.07], [-0.01, -0.23, 0.28], [-0.17, -0.11, 0.02], [-0.05, 0.28, 0.02], [0.10, -0.02, 0.11]],
  "largest_force_ev_per_a": 0.97,
  "homo_lumo_gap_ev": [8.15, 8.15],
  "multiplicity": 1,
  "lumo_ha": [-0.05960, -0.05969],
  "homo_ev": [-9.774, -9.778],
  "relative_energy_kj_mol": 838.0
}

(2)
{
  "formula": "C16H28F5NO9P2TeZr",
  "method": "ωB97M-V with the def2-TZVPD basis set",
  "species": ["Zr", "O", "C", "O", "C", "C", "C", "C", "C", "N", "C", "O", "O", "H", "H", "H", "H", "C", "P", "C", "C", "O", "H", "H", "H", "H", "H", "H", "H", "H", "H", "C", "C", "O", "P", "O", "C", "C", "O", "C", "C", "H", "H", "H", "H", "H", "H", "H", "H", "H", "H", "H", "H", "H", "H", "H", "F", "Te", "F", "F", "F", "F", "O"],
  "coordinates": [[-0.86165, 0.08240, -0.44840], [0.38769, -4.04180, -1.08807], [0.20704, -2.86654, -0.56220], [-0.70652, -2.11624, -0.91755], [1.13803, -2.48370, 0.51432], [2.09401, -3.34978, 1.00416], [2.87902, -2.91172, 2.06172], [2.64750, -1.65336, 2.57368], [1.65265, -0.84253, 2.01395], [0.91814, -1.24221, 0.98054], [1.50376, 0.51820, 2.67796], [2.43511, 0.97172, 3.25975], [0.28310, 1.13807, 2.65781], [-0.28295, -4.24777, -1.75996], [2.20813, -4.33592, 0.57727], [3.64623, -3.54637, 2.48326], [3.22018, -1.26880, 3.40502], [-4.42860, -1.83124, 0.11666], [-4.20828, -0.30666, -0.79610], [-4.63430, 1.06547, 0.26976], [-5.26717, -0.30739, -2.23695], [-2.73004, -0.18742, -1.27557], [-5.47197, -1.93042, 0.41920], [-3.79316, -1.81083, 1.00189], [-4.16061, -2.67928, -0.51336], [-5.67987, 0.98331, 0.57070], [-4.48874, 2.00765, -0.25816], [-4.00269, 1.04090, 1.15735], [-6.31334, -0.29431, -1.92845], [-5.08494, -1.20003, -2.83480], [-5.06398, 0.57982, -2.83676], [-1.10201, -0.39936, -6.30895], [-1.29273, -0.09324, -4.84494], [-0.24840, 0.83912, -4.44540], [-0.12745, 1.31011, -2.93697], [1.06591, 2.32653, -3.02694], [0.88146, 3.77764, -2.91326], [0.26852, 4.35260, -4.16528], [0.63507, 0.01794, -2.16539], [2.07037, -0.30393, -2.28247], [2.34626, -1.04190, -3.56883], [-1.88516, -1.07820, -6.64575], [-0.13632, -0.87029, -6.48600], [-1.16025, 0.51610, -6.89532], [-1.21058, -0.99595, -4.23368], [-2.26167, 0.37460, -4.65901], [1.88548, 4.15468, -2.74189], [0.27082, 3.97398, -2.03044], [0.87578, 4.11682, -5.03740], [0.21555, 5.43698, -4.06836], [-0.74554, 3.97953, -4.31797], [2.30146, -0.90703, -1.40614], [2.60828, 0.63814, -2.21063], [1.75118, -1.95386, -3.63249], [3.40020, -1.32039, -3.59732], [2.14012, -0.41547, -4.43471], [1.42785, 3.46329, 2.10490], [-0.01069, 2.56453, 1.42760], [-1.64346, 1.94680, 0.31467], [-0.29781, 4.08511, 0.42508], [-1.63375, -0.42352, 1.25070], [-1.35024, 3.06378, 2.55842], [0.70530, 1.48465, 0.13427]],
  "forces_ev_per_a": [[0.47, -0.72, 0.69], [0.12, -0.11, 0.10], [-0.21, 0.01, -0.06], [0.03, 0.19, -0.21], [0.02, 0.15, 0.07], [-0.03, -0.06, -0.01], [0.02, -0.01, 0.01], [-0.03, 0.04, 0.01], [-0.15, -0.05, 0.06], [-0.04, 0.17, -0.17], [0.55, -0.08, -0.04], [-0.17, 0.09, -0.02], [-0.41, -0.33, 0.12], [-0.05, 0.06, -0.02], [0.01, 0.00, 0.00], [-0.01, 0.00, 0.00], [0.00, 0.01, 0.00], [-0.01, 0.14, -0.12], [-0.02, -0.02, 0.06], [-0.01, -0.12, -0.11], [0.06, 0.02, 0.11], [0.10, 0.20, 0.08], [0.00, 0.00, 0.01], [0.01, 0.01, 0.00], [0.00, 0.01, 0.00], [0.00, -0.02, -0.01], [0.02, 0.00, 0.00], [0.01, 0.00, 0.00], [0.01, -0.01, 0.01], [0.03, 0.00, 0.00], [0.00, 0.01, 0.01], [0.00, 0.03, 0.05], [-0.04, -0.04, -0.08], [-0.04, 0.00, 0.12], [0.13, 0.06, 0.06], [0.01, -0.08, -0.04], [-0.07, 0.09, 0.01], [0.07, -0.02, 0.06], [-0.12, -0.04, 0.05], [0.05, -0.06, -0.10], [0.02, 0.05, 0.05], [0.00, 0.00, -0.01], [0.01, 0.00, 0.00], [0.00, -0.02, -0.02], [0.01, 0.01, 0.01], [0.01, 0.00, 0.03], [-0.01, 0.00, 0.03], [0.04, -0.01, -0.01], [-0.03, -0.02, -0.02], [-0.02, 0.00, 0.00], [-0.01, 0.00, -0.04], [-0.02, 0.02, 0.02], [0.00, 0.00, 0.00], [0.00, 0.00, -0.03], [0.00, 0.00, 0.00], [-0.02, -0.01, -0.01], [-0.07, -0.06, 0.05], [-0.03, 0.45, -0.51], [-0.20, 0.05, 0.41], [-0.02, -0.12, -0.01], [-0.01, -0.02, -0.41], [0.17, 0.15, 0.07], [-0.12, 0.04, -0.28]],
  "largest_force_ev_per_a": 1.10,
  "homo_lumo_gap_ev": 8.73,
  "multiplicity": 1,
  "lumo_ha": -0.25421,
  "charge": 2,
  "homo_ev": -15.648,
  "relative_energy_kj_mol": 195.6
}

(3)
{
  "formula": "C32H25ClIrN3O9S",
  "method": "ωB97M-V with the def2-TZVPD basis set",
  "species": ["Ir", "C", "C", "C", "C", "C", "C", "C", "S", "O", "O", "N", "C", "C", "C", "C", "C", "C", "C", "C", "N", "C", "H", "H", "H", "H", "H", "H", "H", "H", "H", "H", "H", "H", "H", "O", "C", "O", "C", "C", "C", "C", "C", "C", "N", "O", "O", "H", "H", "H", "H", "C", "C", "C", "C", "Cl", "C", "C", "C", "O", "C", "C", "O", "O", "H", "H", "H", "H", "H", "H", "H", "H"],
  "coordinates": [[-0.33014, 0.30581, 0.51073], [4.36295, -4.04431, -4.12954], [3.83992, -2.88202, -3.33234], [4.66842, -2.19068, -2.45394], [4.19989, -1.10023, -1.73945], [2.88061, -0.70166, -1.90000], [2.03532, -1.37343, -2.77312], [2.52169, -2.45726, -3.48262], [2.25184, 0.63502, -0.94667], [3.34257, 1.50317, -0.62752], [1.06225, 1.13295, -1.61052], [1.62114, -0.07472, 0.37401], [2.24111, -0.41114, 1.56305], [3.57291, -0.43436, 1.90684], [3.95160, -0.94016, 3.16959], [3.04037, -1.43654, 4.06901], [1.66392, -1.41177, 3.74488], [0.62334, -1.90576, 4.56432], [-0.67633, -1.83344, 4.14478], [-0.97463, -1.22387, 2.91406], [-0.01936, -0.75060, 2.13805], [1.29348, -0.86168, 2.51511], [5.21981, -4.50545, -3.64050], [4.68275, -3.71432, -5.11998], [3.59425, -4.80386, -4.26798], [5.69754, -2.50569, -2.33260], [4.85536, -0.54664, -1.08181], [1.01235, -1.04282, -2.89057], [1.86674, -2.98416, -4.16559], [4.31785, -0.05706, 1.22218], [5.00296, -0.94151, 3.42365], [3.35407, -1.83935, 5.02189], [0.86726, -2.34438, 5.52393], [-1.48842, -2.20866, 4.74942], [-1.99122, -1.09249, 2.57304], [0.53886, 3.95332, 0.96697], [-0.13286, 3.06179, 1.41295], [0.34720, 1.82478, 1.59840], [-1.54085, 3.31950, 1.88669], [-2.07195, 4.59886, 1.76863], [-3.37799, 4.86344, 2.16277], [-4.17836, 3.84638, 2.65638], [-3.62805, 2.58064, 2.76540], [-2.32392, 2.30732, 2.41272], [-4.46702, 1.46747, 3.24003], [-3.96511, 0.35502, 3.28023], [-5.61446, 1.70814, 3.54206], [-1.44616, 5.37752, 1.35417], [-3.77864, 5.86351, 2.07277], [-5.20462, 4.01583, 2.94709], [-1.93276, 1.31482, 2.54341], [-4.86622, -2.58965, -4.34802], [-4.93748, -3.12590, -2.94729], [-5.33305, -4.42695, -2.69020], [-5.39854, -4.90274, -1.38855], [-5.90457, -6.54444, -1.10081], [-5.05858, -4.09317, -0.32589], [-4.65480, -2.78514, -0.56603], [-4.60840, -2.30191, -1.86384], [-4.25610, -1.02259, -2.20587], [-4.02618, -0.07177, -1.19722], [-2.61738, -0.10157, -0.64616], [-2.17709, 1.00560, -0.16406], [-1.92774, -1.14268, -0.59932], [-5.03181, -3.38548, -5.07177], [-3.89524, -2.13317, -4.54022], [-5.61810, -1.81462, -4.50637], [-5.59333, -5.08028, -3.51261], [-5.09652, -4.47589, 0.68410], [-4.35341, -2.17730, 0.27283], [-4.71263, -0.20113, -0.35312], [-4.20874, 0.91074, -1.62736]],
  "forces_ev_per_a": [[-0.15, -0.06, -1.04], [0.00, 0.01, 0.00], [0.01, -0.02, 0.00], [0.00, 0.00, 0.00], [-0.02, 0.05, -0.04], [0.02, -0.04, -0.08], [-0.01, -0.03, 0.05], [-0.02, 0.02, 0.01], [0.12, -0.02, 0.24], [0.00, -0.09, -0.01], [-0.10, 0.09, 0.08], [0.14, -0.23, 0.19], [0.03, -0.05, -0.21], [-0.08, 0.00, 0.00], [-0.19, -0.05, 0.07], [0.14, 0.08, -0.14], [0.01, -0.05, 0.09], [-0.01, -0.01, 0.00], [0.04, 0.05, -0.07], [0.15, 0.02, 0.09], [-0.49, -0.17, 0.46], [0.01, 0.03, -0.21], [0.00, 0.00, 0.00], [0.00, 0.00, -0.01], [0.00, -0.01, 0.00], [0.01, 0.00, 0.00], [0.00, 0.01, 0.01], [-0.01, 0.00, 0.00], [-0.01, 0.00, -0.01], [0.01, 0.00, 0.01], [0.02, -0.01, 0.01], [0.02, 0.00, 0.01], [0.01, 0.00, 0.00], [-0.02, 0.01, 0.00], [-0.05, 0.01, -0.01], [0.01, 0.11, 0.03], [0.13, -0.19, 0.10], [-0.09, 0.28, -0.19], [-0.02, 0.01, -0.06], [-0.07, 0.02, -0.04], [0.07, -0.01, -0.02], [-0.04, -0.03, 0.00], [-0.01, 0.00, 0.02], [0.01, 0.01, 0.10], [0.06, 0.01, -0.08], [-0.01, -0.01, 0.01], [-0.03, 0.01, 0.06], [0.01, 0.00, 0.00], [0.00, 0.01, -0.01], [0.01, 0.00, 0.00], [0.03, -0.04, 0.00], [0.00, 0.01, 0.03], [-0.01, 0.06, 0.01], [0.02, -0.03, 0.03], [0.00, -0.01, 0.00], [0.01, 0.03, -0.01], [-0.01, -0.02, -0.01], [0.01, -0.01, -0.04], [-0.01, -0.05, 0.00], [0.02, 0.01, 0.03], [0.05, -0.20, -0.06], [-0.04, -0.13, -0.01], [-0.37, -0.23, 0.39], [0.67, 0.75, 0.23], [-0.01, 0.00, -0.01], [0.00, -0.01, -0.02], [0.01, 0.01, 0.00], [-0.01, -0.01, 0.00], [0.00, 0.00, 0.01], [0.00, 0.05, 0.03], [-0.02, 0.07, 0.00], [0.05, -0.01, -0.03]],
  "largest_force_ev_per_a": 1.05,
  "homo_lumo_gap_ev": 7.31,
  "multiplicity": 1,
  "lumo_ha": -0.03311,
  "homo_ev": -8.216,
  "relative_energy_kj_mol": 91.5
}

(4)
{
  "formula": "C15H20N2O6",
  "method": "ωB97M-V with the def2-TZVPD basis set",
  "species": ["C", "C", "H", "H", "O", "C", "O", "C", "C", "H", "H", "C", "N", "C", "O", "C", "C", "C", "C", "N", "C", "H", "H", "O", "H", "H", "H", "C", "O", "O", "C", "C", "H", "H", "H", "H", "H", "H", "H", "H", "H", "H", "H"],
  "coordinates": [[-3.82336, -2.52923, -0.70574], [-3.87798, -2.66386, 0.80787], [-4.89554, -2.50444, 1.17719], [-3.52033, -3.64536, 1.13398], [-3.05812, -1.65712, 1.40425], [-2.03089, -2.02719, 2.16233], [-1.75237, -3.16483, 2.44058], [-1.25353, -0.81262, 2.62717], [0.13084, -0.79208, 1.97782], [0.65571, -1.71841, 2.22130], [0.70439, 0.03936, 2.39047], [0.05480, -0.60428, 0.44012], [0.88838, 0.48294, -0.00921], [0.38572, 1.70587, -0.29726], [-0.77485, 2.00168, -0.09395], [1.37561, 2.67409, -0.85567], [1.19293, 4.02652, -0.59804], [2.09696, 4.94329, -1.12602], [3.14482, 4.44814, -1.90167], [3.30349, 3.16588, -2.16840], [2.44755, 2.29746, -1.66579], [2.62052, 1.26737, -1.94725], [3.88288, 5.11510, -2.33344], [1.93105, 6.26155, -0.86977], [2.62317, 6.77662, -1.30302], [0.36143, 4.36050, 0.00260], [1.84570, 0.24095, -0.22043], [0.54758, -1.88057, -0.23033], [1.68042, -2.02054, -0.61807], [-0.39442, -2.80511, -0.28756], [-0.00775, -4.11325, -0.73567], [-0.96896, -5.13006, -0.14865], [-1.06171, -4.96516, 0.92197], [-1.95140, -5.03556, -0.60272], [-0.59182, -6.13261, -0.32764], [-0.02605, -4.12227, -1.83106], [1.01985, -4.29814, -0.40651], [-0.97673, -0.38505, 0.14571], [-1.13846, -0.87521, 3.71045], [-1.80460, 0.09001, 2.36553], [-4.17526, -1.54553, -1.00522], [-4.45261, -3.28655, -1.16503], [-2.79991, -2.65229, -1.04986]],
  "forces_ev_per_a": [[0.06, 0.12, 0.41], [-0.17, -0.53, -0.24], [0.16, -0.03, 0.01], [-0.13, 0.17, -0.03], [-0.28, 0.37, -0.28], [0.24, 0.15, 0.47], [0.05, -0.06, 0.06], [0.08, -0.17, -0.06], [-0.22, -0.01, 0.04], [0.03, 0.04, 0.07], [-0.01, -0.07, -0.05], [0.03, -0.05, 0.02], [0.20, -0.28, -0.17], [0.25, -0.24, 0.06], [-0.30, 0.20, 0.10], [0.19, 0.44, -0.26], [0.18, 0.14, -0.10], [0.05, -0.60, -0.06], [-0.16, 0.26, 0.12], [0.34, -0.06, -0.25], [-0.30, -0.19, 0.25], [-0.08, -0.15, 0.04], [0.02, 0.17, 0.00], [-0.03, 0.25, 0.05], [-0.07, -0.10, 0.04], [-0.11, 0.02, 0.05], [-0.06, 0.10, -0.02], [0.13, 0.52, -0.12], [0.08, -0.04, -0.02], [-0.40, 0.01, 0.15], [0.31, -0.53, -0.08], [0.14, 0.41, -0.04], [-0.02, -0.06, 0.06], [-0.14, -0.04, -0.02], [0.02, -0.11, -0.06], [0.06, 0.05, 0.15], [-0.18, 0.03, -0.10], [0.15, -0.07, -0.01], [-0.08, -0.03, -0.03], [0.03, 0.01, 0.06], [-0.05, 0.07, -0.09], [-0.08, -0.08, -0.07], [0.05, -0.03, -0.07]],
  "largest_force_ev_per_a": 0.62,
  "homo_lumo_gap_ev": 9.82,
  "multiplicity": 1,
  "lumo_ha": 0.02138,
  "smiles": "CCOC(=O)CC[C@@H](NC(=O)c1cncc(O)c1)C(=O)OCC",
  "homo_ev": -9.239,
  "relative_energy_kj_mol": 45.1
}

(5)
{
  "formula": "H4O2",
  "method": "ωB97M-V with the def2-TZVPD basis set",
  "species": ["O", "H", "H", "O", "H", "H"],
  "coordinates": [[2.19226, -0.75305, 1.45863], [2.94656, -1.06396, 2.00874], [1.94777, -1.53231, 0.90978], [-2.01881, 0.96033, -1.59561], [-2.24323, 1.20204, -0.66854], [-2.82455, 1.18695, -2.11300]],
  "forces_ev_per_a": [[0.53, -1.12, 0.02], [-0.82, 0.30, -0.62], [0.29, 0.83, 0.60], [-1.07, 0.47, 0.41], [0.22, -0.25, -1.01], [0.86, -0.23, 0.60]],
  "largest_force_ev_per_a": 1.24,
  "homo_lumo_gap_ev": 12.50,
  "multiplicity": 1,
  "lumo_ha": 0.03697,
  "smiles": "O.O",
  "homo_ev": -11.495,
  "relative_energy_kj_mol": 24.5
}